Below is a single C4H8O2 molecule, with properties calculated with ωB97M-V/def2-TZVPD.

Each atom is followed by the atoms it is bonded to, with distances in Å.
Atoms and positions in Å:
1 O 0.8061 1.9205 0.5828  C3 1.400, H14 0.978
2 O -0.1271 -0.8431 1.1897  C5 1.300, C6 1.468
3 C 0.5022 0.9700 -0.3994  O1 1.400, C6 1.522, H8 1.100, H9 1.095
4 C -0.8593 -0.9776 -1.1823  C6 1.518, H10 1.098, H11 1.095, H12 1.092
5 C 0.9006 -0.4114 1.8580  O2 1.300, H7 1.108
6 C -0.5218 -0.0834 -0.0031  O2 1.468, C3 1.522, C4 1.518, H13 1.093
7 H 0.7184 -0.8132 2.8746  C5 1.108
8 H 1.3984 0.4440 -0.7611  C3 1.100
9 H 0.0621 1.5126 -1.2421  C3 1.095
10 H -1.3319 -0.3553 -1.9534  C4 1.098
11 H 0.0418 -1.4215 -1.6177  C4 1.095
12 H -1.5600 -1.7739 -0.9207  C4 1.092
13 H -1.4288 0.3918 0.3805  C6 1.093
14 H 1.3994 1.4404 1.1943  O1 0.978

Results
Highest occupied orbital energy ... -8.65 eV
LUMO energy ... 0.6 eV
Calculated total energy ... -8369.31567 eV